Computed, not measured: C55H51ClF3N4O4TeTi as an isolated structure, with ωB97M-V with the def2-TZVPD basis set.

Results
Energy above the lowest of the compared OMol25 structures with the same formula, charge and spin = 0.0000 eV
Gap between HOMO and LUMO (spin up / spin down) = 4.856 / 4.848 eV
<S²> = 0.76
HOMO energy (spin up / spin down) = -5.7 / -5.7 eV
Strongest force on any atom = 0.0184 Eh/bohr

ORCA input file:
```
! wB97M-V def2-TZVPD RIJCOSX def2/J DEFGRID3
* xyz 0 2
Ti -0.6370 0.2766 0.4655
C 5.4318 3.9962 1.8788
C 4.3033 3.1448 1.3608
C 4.0134 3.0587 0.0119
C 2.9845 2.2524 -0.4756
C 2.7268 2.1980 -1.9256
O 2.2148 1.2414 -2.4838
C 3.0908 3.3994 -2.7593
C 2.1375 4.3941 -2.9451
C 2.4278 5.4844 -3.7521
C 3.6665 5.5866 -4.3704
C 4.6177 4.5936 -4.1841
C 4.3297 3.4995 -3.3798
C 2.1378 1.5543 0.4229
O 1.0865 0.9490 -0.0211
C 2.4268 1.6368 1.8114
C 3.5018 2.4161 2.2323
C 1.6070 0.9370 2.8246
N 0.4671 0.4096 2.5679
C -0.1966 -0.3669 3.6228
C -1.3534 0.3427 4.3437
Te -2.2557 2.0058 3.3312
C -1.6364 3.4621 4.7359
C -1.5622 3.2568 6.1105
C -1.1058 4.2638 6.9515
C -0.7401 5.4978 6.4324
C -0.8359 5.7186 5.0649
C -1.2726 4.7064 4.2216
C 2.1780 0.9106 4.2124
C 1.6750 1.7964 5.1592
C 2.1864 1.7988 6.4494
C 3.1982 0.9151 6.7979
C 3.7040 0.0332 5.8515
C 3.2009 0.0355 4.5588
H 5.8209 4.6466 1.0956
H 6.2591 3.3846 2.2455
H 5.1019 4.6280 2.7047
H 4.6011 3.6378 -0.6909
H 1.1708 4.3109 -2.4613
H 1.6832 6.2562 -3.8970
H 3.8908 6.4406 -4.9962
H 5.5855 4.6717 -4.6630
H 5.0743 2.7256 -3.2287
H 3.7084 2.4856 3.2932
H 0.5263 -0.6872 4.3747
H -0.5731 -1.2688 3.1459
H -1.0087 0.7380 5.2985
H -2.1439 -0.3763 4.5496
H -1.8707 2.3116 6.5417
H -1.0521 4.0857 8.0189
H -0.3898 6.2836 7.0893
H -0.5570 6.6788 4.6491
H -1.3180 4.8785 3.1515
H 0.8851 2.4865 4.8833
H 1.7894 2.4932 7.1791
H 3.5950 0.9143 7.8049
H 4.4932 -0.6569 6.1213
H 3.5971 -0.6463 3.8152
Cl -4.3096 -5.8528 2.0993
C -3.6325 -4.2589 1.9043
C -4.4075 -3.1383 2.2332
C -3.8954 -1.8731 2.0851
C -2.5892 -1.6746 1.5901
O -2.1353 -0.4658 1.4296
C -1.8143 -2.8190 1.2775
C -0.4543 -2.6795 0.8390
O 0.1248 -1.6019 0.6856
C -2.3557 -4.1070 1.4409
H -5.4145 -3.2814 2.6018
H -4.4838 -0.9964 2.3237
H 0.1137 -3.6007 0.6440
H -1.7554 -4.9765 1.2002
N 3.0250 -2.2865 -4.4890
C 3.7146 -1.3868 -3.4934
C 3.2935 -1.8108 -2.0848
N 1.8678 -1.8924 -1.9047
C 1.2196 -2.7026 -2.9044
C 1.5222 -2.2504 -4.3240
H 3.3307 -3.2496 -4.3361
H 3.2918 -2.0309 -5.4377
H 3.3643 -0.3800 -3.7106
H 4.7880 -1.4648 -3.6660
H 3.7159 -1.1019 -1.3732
H 3.7343 -2.7945 -1.8690
H 1.4160 -0.9808 -1.8068
H 0.1459 -2.6511 -2.7445
H 1.5272 -3.7535 -2.7939
H 1.2089 -1.2184 -4.4816
H 1.0929 -2.8993 -5.0867
F -3.2952 -5.3160 -6.7639
C -4.0615 -4.2238 -6.5302
F -5.2885 -4.6840 -6.2280
F -4.1575 -3.5693 -7.7009
C -3.4919 -3.3702 -5.4399
C -3.6764 -3.7481 -4.1148
C -3.1109 -3.0036 -3.0976
C -2.3503 -1.8614 -3.3845
C -2.1885 -1.4867 -4.7237
C -2.7524 -2.2359 -5.7429
C -1.7266 -1.1251 -2.3331
C -1.1623 -0.4902 -1.4541
H -4.2651 -4.6258 -3.8813
H -3.2491 -3.2927 -2.0636
H -1.6315 -0.5865 -4.9504
H -2.6285 -1.9320 -6.7737
C -0.0543 3.7379 0.7092
C -1.3894 3.3190 0.1885
C -2.4310 4.1728 -0.0929
C -3.5215 3.3612 -0.4871
C -3.0893 2.0560 -0.4272
C -3.9386 0.8707 -0.7841
N -1.7719 2.0059 -0.0095
H -0.1043 4.7852 1.0147
H 0.7429 3.6577 -0.0332
H 0.2482 3.1574 1.5863
H -2.4016 5.2500 -0.0085
H -4.5121 3.6803 -0.7767
H -4.9521 1.0214 -0.4050
H -3.5608 -0.0614 -0.3775
H -4.0068 0.7416 -1.8680
*
```